Entry 1:
Molecular formula: C31H33NO6
Method: DFT, the ωB97M-V functional and the def2-TZVPD basis

```
71
Properties=species:S:1:pos:R:3:forces:R:3
C -1.631637 -3.762635 -0.713781 0.26 -0.08 -0.11
C -0.174043 -3.796546 -1.166613 -0.14 0.01 0.12
N 0.297855 -2.471972 -1.543497 -0.01 -0.08 -0.05
C -0.183472 -2.117753 -2.875153 -0.10 0.22 -0.03
C -0.342213 -0.616667 -3.079080 0.05 -0.28 -0.04
C 1.749526 -2.331526 -1.485182 0.13 -0.14 0.03
C 2.375299 -2.450461 -0.092723 -0.06 0.18 -0.02
C 2.261624 -1.208391 0.807787 -0.05 -0.25 -0.07
C 3.219858 -0.076587 0.506715 0.44 -0.07 0.13
C 4.106698 -0.069899 -0.555883 -0.16 -0.19 0.21
C 4.970316 0.998183 -0.796035 0.16 0.46 0.12
C 4.910941 2.062664 0.064433 -0.38 -0.19 0.30
C 4.032337 2.062535 1.147843 0.24 -0.10 -0.39
C 3.196389 1.007727 1.396586 0.26 0.26 0.02
O 4.179817 3.231480 1.853459 -0.25 -0.47 0.09
C 5.140239 3.985380 1.145549 0.35 1.22 0.27
O 5.636252 3.227116 0.066799 0.07 -0.39 -0.29
C 0.824572 -0.740419 0.881541 0.14 0.00 0.23
C -0.064416 -1.433579 1.706255 0.02 0.57 -0.31
O 0.455973 -2.483725 2.393009 0.13 0.21 -0.30
C -0.377155 -3.240153 3.237837 -0.16 -0.17 0.19
C -1.404326 -1.055593 1.794619 -0.27 -0.20 0.32
C -1.879919 0.040691 1.098682 0.35 -0.01 -0.15
O -3.176307 0.435457 1.117938 0.40 -0.14 -0.10
C -4.110129 -0.287730 1.880640 -0.19 -0.13 0.15
C -0.994999 0.797593 0.299076 0.09 -0.17 0.07
C -1.368944 1.995724 -0.405176 0.46 0.25 -0.41
C -2.692607 2.625006 -0.224574 -0.22 0.39 -0.14
C -3.606325 2.652308 -1.269738 0.18 -0.05 0.06
C -4.829144 3.279664 -1.109070 -0.14 0.05 -0.01
C -5.141152 3.898193 0.089081 -0.13 0.00 -0.06
C -4.225241 3.888733 1.128435 0.05 0.02 0.11
C -3.006560 3.255826 0.974562 0.03 0.05 -0.10
C -0.470010 2.593431 -1.224454 -0.46 -0.17 0.28
C 0.866615 2.079681 -1.401608 0.32 0.43 -0.52
O 1.712412 2.542305 -2.129828 -0.28 -0.22 0.28
O 1.194739 0.977253 -0.663339 -0.06 -0.10 -0.14
C 0.335373 0.351562 0.165062 -0.80 -0.39 0.71
H -1.758133 -2.974463 0.023368 -0.05 0.05 0.09
H -2.308499 -3.565379 -1.540876 -0.11 0.01 -0.06
H -1.904838 -4.719341 -0.273290 -0.11 -0.10 0.03
H -0.054138 -4.521668 -1.991871 0.09 0.02 0.06
H 0.425471 -4.155333 -0.330282 0.01 -0.04 -0.07
H 0.484889 -2.527146 -3.654233 -0.07 -0.07 0.06
H -1.163202 -2.577243 -3.014274 0.06 -0.05 -0.04
H -1.009608 -0.212028 -2.322929 -0.09 0.08 0.08
H 0.610223 -0.098552 -3.022368 0.10 0.11 -0.02
H -0.770314 -0.427874 -4.061245 -0.02 0.09 -0.10
H 1.983947 -1.345407 -1.885691 0.10 -0.01 -0.12
H 2.227701 -3.087004 -2.140001 -0.02 0.13 -0.02
H 3.433071 -2.691808 -0.209632 0.01 -0.08 0.01
H 1.921236 -3.278753 0.449887 0.10 -0.04 -0.02
H 2.511731 -1.555028 1.819951 -0.02 0.07 -0.15
H 4.140389 -0.899891 -1.241202 -0.04 -0.14 -0.09
H 5.647385 0.995280 -1.633258 0.09 0.00 -0.12
H 2.521967 1.021624 2.237967 -0.12 0.00 0.14
H 4.673610 4.909822 0.764209 0.05 -0.27 0.04
H 5.968905 4.251081 1.820973 -0.18 -0.14 -0.15
H -0.805088 -2.629637 4.039294 0.01 -0.01 -0.06
H 0.266569 -4.001606 3.676035 -0.08 0.04 -0.01
H -1.180900 -3.729158 2.678530 0.01 0.04 0.01
H -2.077913 -1.624621 2.412212 -0.07 -0.05 0.05
H -5.060192 0.221725 1.727616 0.03 -0.06 0.04
H -3.861143 -0.272073 2.946513 0.01 -0.02 -0.04
H -4.195955 -1.323983 1.538070 0.03 0.03 0.02
H -3.358254 2.170372 -2.204191 0.03 -0.05 -0.09
H -5.538575 3.289412 -1.923690 -0.05 0.00 -0.06
H -6.094594 4.390625 0.212599 -0.07 0.04 0.00
H -4.462121 4.378579 2.061854 -0.01 0.05 0.07
H -2.288925 3.248764 1.782157 0.06 -0.02 0.09
H -0.712952 3.495869 -1.762386 0.01 0.07 -0.02
```
Forces are in eV/Å.

Its charge is 0. For the orbital gap, the calculation gives 7.918 eV. As for the SMILES: CCN(CC)CC[C@@H](c1ccc2c(c1)OCO2)c1c(OC)cc(OC)c2c(-c3ccccc3)cc(=O)oc12. The strongest force on any atom is 1.293 eV Å⁻¹. As for the total energy: -1707.2486 a.u. For the energy relative to the best compared isomer or geometry (same formula, charge and spin), the calculation gives 13.4 kJ/mol.

Results of the Löwdin charge analysis, in e, for atoms 1 through 8:
1 C -0.070
2 C -0.246
3 N -0.171
4 C -0.243
5 C -0.056
6 C -0.180
7 C -0.116
8 C -0.188

Entry 2:
Molecular formula: C31H34AgNOSiTe
Method: DFT, the ωB97M-V functional and the def2-TZVPD basis

```
70
Properties=species:S:1:pos:R:3:forces:R:3
Ag -0.781247 -2.177277 1.413731 0.03 0.06 0.06
C -4.022990 -0.664519 2.121261 -0.01 0.01 -0.01
Si -2.269406 -0.926542 2.806183 -0.05 -0.02 0.01
C -2.579450 -1.623191 4.554466 0.01 0.01 -0.01
C -1.652405 0.841860 3.206592 0.01 0.00 0.01
C -2.405816 1.994804 2.973104 0.00 0.00 0.01
C -1.949089 3.257088 3.342033 0.01 -0.01 -0.03
C -0.716958 3.397505 3.962839 0.01 0.00 -0.02
C 0.058573 2.267862 4.196591 0.00 -0.02 0.02
C -0.403993 1.016992 3.815112 -0.01 0.02 0.02
H -4.663465 -0.130143 2.831378 0.00 0.00 -0.01
H -4.484377 -1.633366 1.912293 0.01 0.01 0.01
H -4.008286 -0.110149 1.180030 0.00 -0.01 0.01
H -3.266180 -0.979101 5.113373 0.00 -0.01 0.01
H -1.647526 -1.696901 5.120230 0.00 0.00 0.00
H -3.011709 -2.626090 4.503614 0.01 0.01 -0.01
H -3.379284 1.909829 2.502165 0.01 0.00 -0.01
H -2.559862 4.131379 3.145847 0.00 0.00 0.00
H -0.357548 4.378055 4.252234 0.00 -0.01 0.00
H 1.028788 2.365684 4.670836 -0.01 0.00 -0.01
H 0.222582 0.146962 3.991028 0.00 0.00 0.00
C 0.670864 5.805370 -2.778099 0.00 0.00 0.00
C 0.788405 4.355252 -2.390673 0.00 -0.01 0.01
C 0.791557 3.351886 -3.350985 0.01 -0.01 0.01
C 0.895844 2.008549 -3.007425 0.01 0.01 0.03
C 0.882599 0.986605 -4.113006 0.00 -0.01 0.03
C 0.991429 1.649841 -1.650679 0.02 -0.04 -0.07
Te 1.100869 -0.414631 -1.105563 -0.01 -0.02 -0.06
N 0.624804 -3.213662 0.205661 -0.07 0.00 -0.13
C 1.363147 -4.194874 -0.247377 0.07 -0.08 0.12
O 0.940750 -5.163121 -0.910946 0.00 0.05 -0.01
C 2.850447 -4.086381 0.051279 0.00 0.01 -0.01
C 3.685031 -5.099958 -0.400092 0.03 0.00 -0.01
C 5.050909 -5.042102 -0.161399 -0.01 0.01 0.01
C 5.591334 -3.966531 0.531129 -0.01 0.00 0.00
C 4.759732 -2.949938 0.983796 0.01 0.00 0.01
C 3.394497 -3.010130 0.746006 -0.04 0.00 0.00
C -0.922356 -0.734076 -1.650396 0.00 0.02 0.01
C -1.858681 0.182280 -1.175805 0.02 0.02 0.02
C -3.193403 0.079209 -1.529375 -0.02 -0.02 -0.02
C -3.603128 -0.965202 -2.346115 0.01 0.01 0.01
C -2.674569 -1.886833 -2.800795 0.00 0.01 0.01
C -1.321100 -1.794453 -2.470804 0.05 0.00 -0.01
C -0.359323 -2.823723 -2.993164 -0.11 -0.04 -0.02
C 0.991733 2.648925 -0.669063 0.00 0.00 0.04
C 1.065975 2.378317 0.812799 -0.01 0.00 -0.02
C 0.891134 3.983529 -1.060986 0.00 0.02 -0.01
H 0.635390 5.921498 -3.861371 0.00 0.00 0.00
H 1.518227 6.383090 -2.403462 0.00 0.00 0.00
H -0.235748 6.249637 -2.362051 0.00 0.00 0.00
H 0.712817 3.620253 -4.399825 0.00 0.00 0.00
H 0.926857 1.475566 -5.086879 -0.01 0.00 0.01
H -0.026434 0.382639 -4.073531 -0.02 -0.03 0.01
H 1.723341 0.297005 -4.025381 0.00 0.01 0.00
H 3.233531 -5.921483 -0.941121 -0.01 0.00 0.00
H 5.696798 -5.835890 -0.517507 0.00 0.00 0.00
H 6.657773 -3.918832 0.716936 0.00 0.00 0.00
H 5.177320 -2.108034 1.522905 -0.01 0.00 0.00
H 2.738788 -2.220668 1.096256 0.03 -0.02 0.00
H -1.538762 0.983553 -0.518336 -0.01 -0.01 -0.02
H -3.909380 0.800239 -1.154714 0.00 0.00 -0.01
H -4.645222 -1.065647 -2.624292 0.00 0.00 0.00
H -2.996644 -2.704189 -3.436446 0.00 0.00 0.00
H -0.801753 -3.366859 -3.830324 0.01 0.03 0.00
H -0.105182 -3.557521 -2.223632 0.02 0.05 -0.05
H 0.567970 -2.356616 -3.329816 0.03 -0.01 0.02
H 1.191669 1.324298 1.043080 0.00 0.02 0.01
H 0.151125 2.711662 1.306510 -0.03 0.01 0.01
H 1.893798 2.931750 1.260638 0.01 0.02 0.01
H 0.884859 4.749690 -0.290502 0.00 0.00 0.00
```
Forces are in eV/Å.

Its charge is -1. For the orbital gap (spin up / spin down), the calculation gives 7.078 / 7.060 eV. Its spin multiplicity is 2. The strongest force on any atom is 0.157 eV Å⁻¹. As for the total energy: -2036.2032 a.u. For the energy relative to the best compared isomer or geometry (same formula, charge and spin), the calculation gives 0.0 kJ/mol.

Results of the Löwdin charge analysis, in e, for atoms 1 through 8:
1 Ag 0.510
2 C -0.273
3 Si 0.393
4 C -0.277
5 C -0.318
6 C -0.112
7 C -0.113
8 C -0.126

Entry 3:
Molecular formula: C31H34BCdFN11O3S5Sb
Method: DFT, the ωB97M-V functional and the def2-TZVPD basis

```
88
Properties=species:S:1:pos:R:3:forces:R:3
Cd -1.800586 -0.276863 -2.006268 0.00 0.07 0.13
C 2.308203 -1.228628 -3.529493 0.01 -0.02 0.01
C 0.934979 -1.452619 -3.393504 0.00 0.01 0.03
N 0.314930 -0.341477 -3.019824 -0.03 0.09 0.00
N 1.257638 0.607384 -2.886698 -0.02 -0.05 -0.14
C 2.463005 0.100955 -3.195298 0.01 -0.01 0.07
B 0.961985 2.046841 -2.417840 0.03 -0.01 0.06
N 0.328621 2.040474 -1.010703 0.00 0.07 0.01
C 0.869496 2.547523 0.109526 -0.01 0.01 -0.01
C -0.053395 2.439456 1.129191 -0.01 0.02 -0.01
C -1.159830 1.836827 0.519501 -0.03 -0.02 0.02
N -0.921992 1.599602 -0.764841 0.08 -0.09 0.02
N 0.057418 2.802439 -3.401647 -0.01 0.03 -0.09
C 0.381965 3.924354 -4.075027 -0.01 0.01 0.02
C -0.722518 4.328170 -4.792803 0.04 0.02 0.01
C -1.691900 3.362362 -4.482139 0.01 -0.04 -0.01
N -1.215067 2.447169 -3.648938 -0.03 0.00 -0.02
H 3.071337 -1.932607 -3.811212 0.00 0.01 -0.01
H 0.374037 -2.367130 -3.499168 0.00 -0.01 0.00
H 3.340940 0.722288 -3.138073 0.00 -0.01 -0.02
H 2.017720 2.626518 -2.354836 0.01 0.00 0.02
H 1.868882 2.949276 0.094345 0.00 0.00 0.01
H 0.059189 2.738391 2.156791 0.00 0.00 0.00
H -2.104840 1.547834 0.950086 0.00 -0.01 0.01
H 1.367539 4.349530 -3.982058 0.00 0.00 -0.02
H -0.812850 5.184673 -5.438715 0.00 0.00 -0.01
H -2.710246 3.291349 -4.833434 0.05 0.02 0.00
C -0.400377 -2.732841 5.554653 0.05 -0.01 0.02
C -0.301633 -1.326317 4.985502 0.05 0.01 0.01
N -0.273904 -1.322602 3.525508 -0.05 0.00 0.02
C -1.442531 -1.224251 2.858092 -0.01 0.10 -0.01
C -1.593371 -1.233507 1.506171 0.00 0.00 0.01
C -2.999205 -0.954235 0.994790 -0.01 0.01 -0.03
O -3.918509 -0.990080 1.821198 0.01 0.00 0.01
O -3.128401 -0.632882 -0.228809 -0.08 -0.04 0.07
C -0.420277 -1.428353 0.690860 0.06 -0.04 0.01
O -0.413186 -1.530493 -0.550966 -0.03 -0.01 0.00
C 0.840105 -1.525668 1.421364 -0.04 0.01 -0.04
C 2.046206 -1.642129 0.710949 0.01 -0.01 0.05
C 3.235190 -1.729387 1.361430 0.00 -0.04 -0.04
F 4.360969 -1.747713 0.596736 -0.01 0.02 0.00
C 3.347945 -1.743713 2.781842 -0.02 -0.15 0.12
C 2.136124 -1.614464 3.472266 0.08 0.03 -0.02
C 0.911442 -1.477388 2.816538 -0.01 -0.08 -0.02
N 4.524708 -1.816230 3.471400 -0.01 0.28 -0.17
C 4.569177 -1.300532 4.842466 0.01 -0.08 0.00
C 4.251784 -2.300632 6.010225 -0.13 0.05 -0.07
N 5.346940 -3.021043 6.552709 0.06 0.00 0.05
C 5.713885 -3.995332 3.565021 -0.06 -0.03 -0.06
C 5.680073 -2.576953 3.006126 0.03 -0.07 0.02
H -0.433957 -2.701284 6.644651 0.01 0.00 0.00
H 0.467576 -3.323834 5.260384 -0.01 -0.01 0.01
H -1.299502 -3.232173 5.190928 -0.01 0.01 0.00
H 0.593268 -0.827787 5.354505 -0.02 0.04 -0.01
H -1.149298 -0.712769 5.291022 -0.05 -0.07 -0.01
H -2.333246 -1.105947 3.463155 0.00 0.01 0.00
H 2.016276 -1.623350 -0.371442 0.02 0.00 -0.01
H 2.182534 -1.677985 4.546400 -0.05 0.01 -0.01
H 3.894651 -0.434699 4.869681 0.02 0.01 0.02
H 5.588037 -0.935851 5.003329 0.00 -0.03 0.04
H 3.514625 -3.016015 5.602740 0.04 -0.02 0.00
H 3.654467 -1.680709 6.735748 0.03 0.02 0.00
H 5.700274 -3.959043 4.663343 0.04 -0.01 0.01
H 5.948737 -2.342689 7.026141 -0.02 0.00 0.02
H 4.853599 -4.563129 3.197785 -0.01 0.00 0.00
H 6.623230 -4.503713 3.228464 0.01 0.00 -0.01
H 5.685164 -2.595069 1.922055 0.03 0.02 0.00
H 6.573126 -2.033286 3.329506 -0.01 -0.02 0.04
S -3.272258 -2.567067 -7.352434 -0.02 -0.09 -0.01
Sb -1.842264 -2.180404 -5.645771 0.13 0.69 -0.19
S -2.979528 -1.950902 -3.654605 -0.01 -0.13 -0.01
S -1.126451 0.421644 -6.348413 -0.46 -0.52 0.06
S 0.745882 0.783525 -6.305726 0.33 0.03 0.02
N -7.170321 4.123866 -4.687516 0.02 0.01 0.01
C -6.916195 3.900411 -3.388939 0.01 -0.01 -0.07
S -7.767217 4.695441 -2.221140 -0.04 0.02 0.04
C -5.837411 2.905322 -3.101250 0.02 -0.03 0.01
C -5.168361 2.219160 -4.113572 0.00 -0.05 0.04
C -4.169442 1.324912 -3.773947 0.00 -0.09 -0.02
N -3.817626 1.077545 -2.518969 0.07 0.04 0.03
C -4.463889 1.707310 -1.542783 -0.05 0.00 -0.05
C -5.470919 2.628895 -1.790329 0.02 0.00 0.00
H -7.875087 4.800191 -4.921667 -0.01 0.00 0.01
H -6.640591 3.691874 -5.421892 0.00 0.00 0.00
H -5.385544 2.335662 -5.166893 -0.02 0.01 0.01
H -3.634127 0.769032 -4.534828 0.01 0.04 -0.01
H -4.175067 1.429014 -0.537746 0.01 0.01 0.01
H -5.970961 3.126558 -0.972966 -0.01 0.01 0.00
```
Forces are in eV/Å.

Its charge is -2. For the orbital gap (spin up / spin down), the calculation gives 3.410 / 2.336 eV. The strongest force on any atom is 0.729 eV Å⁻¹. As for the total energy: -4553.5947 a.u.

Results of the Löwdin charge analysis, in e, for atoms 1 through 8:
1 Cd 1.261
2 C -0.077
3 C -0.228
4 N -0.039
5 N -0.039
6 C -0.112
7 B -0.559
8 N -0.032

Question: The highest charge belongs to which entry?
Answer: C31H33NO6

Question: Which value of charge does entry 1 give?
Answer: 0

Question: The highest charge belongs to which entry?
Answer: C31H33NO6